(1)
DFT (ωB97M-V with the def2-TZVPD basis set) results for 3 unconnected molecules or ions with the total composition C17H37BBrFO6.

Element x y z (Å)
C 0.092 -0.506 -0.444
C -0.580 -1.374 0.282
C -1.366 -2.537 -0.246
B -2.811 -2.124 -0.712
Br -3.749 -3.422 -1.841
C -3.505 -0.743 -0.352
C -5.007 -0.800 -0.095
F -3.233 0.119 -1.430
H 0.999 -0.095 -0.030
H -0.221 -0.128 -1.406
H -0.603 -1.214 1.351
H -0.860 -3.050 -1.051
H -1.519 -3.223 0.584
H -3.036 -0.283 0.515
H -5.324 -1.798 0.180
H -5.239 -0.131 0.723
H -5.556 -0.469 -0.963
C -1.918 7.448 0.153
O -2.298 6.780 -1.029
C -1.281 6.753 -2.017
C -1.296 5.456 -2.798
O -0.815 4.325 -2.087
C -1.608 3.794 -1.035
C -2.865 3.078 -1.480
O -3.840 3.995 -1.953
C -4.616 3.495 -3.018
H -1.897 8.533 0.003
H -2.658 7.213 0.918
H -0.939 7.106 0.507
H -0.293 6.884 -1.562
H -1.461 7.585 -2.712
H -0.600 5.578 -3.632
H -2.278 5.266 -3.231
H -1.830 4.554 -0.284
H -0.970 3.050 -0.551
H -3.289 2.535 -0.628
H -2.605 2.353 -2.257
H -3.990 3.011 -3.776
H -5.122 4.340 -3.485
H -5.370 2.786 -2.657
C 4.443 -5.794 4.383
O 4.526 -5.489 3.009
C 3.410 -5.941 2.258
C 3.059 -4.979 1.143
O 2.445 -3.768 1.563
C 3.249 -2.824 2.263
C 4.299 -2.135 1.417
O 5.356 -3.016 1.078
C 5.901 -2.785 -0.203
H 4.627 -6.859 4.561
H 5.207 -5.213 4.898
H 3.466 -5.516 4.794
H 2.535 -6.073 2.904
H 3.671 -6.912 1.816
H 2.306 -5.471 0.522
H 3.919 -4.786 0.500
H 3.685 -3.269 3.158
H 2.553 -2.052 2.603
H 4.721 -1.296 1.987
H 3.822 -1.738 0.513
H 5.114 -2.656 -0.954
H 6.489 -3.661 -0.474
H 6.555 -1.907 -0.199

Largest force on an atom (eV/Å): 1.95
Kohn-Sham gap (Ha): 0.3361
Electronic energy (eV): -103945.954
Charge: 0
Multiplicity: 1
E_LUMO (eV): 0.2



(2)
DFT (ωB97M-V with the def2-TZVPD basis set) results for 4 unconnected molecules or ions with the total composition C17H37BI2O9PS3.

Element x y z (Å)
C 2.427 -3.054 2.383
C 1.972 -3.308 0.951
I 3.645 -4.303 -0.085
C 0.720 -4.132 0.837
P -0.903 -3.011 1.019
C -1.743 -4.428 2.224
C -3.154 -4.674 1.965
O -3.737 -4.854 0.961
I -4.430 -4.703 3.856
B -2.422 -1.747 1.162
O -3.073 -1.493 2.344
O -2.869 -1.051 0.059
H 1.864 -2.205 2.772
H 2.187 -3.914 3.007
H 3.489 -2.837 2.457
H 1.851 -2.361 0.428
H 0.645 -4.557 -0.163
H 0.777 -4.925 1.585
H -0.286 -2.408 2.266
H -0.226 -2.017 0.146
H -1.492 -3.670 -0.155
H -1.245 -5.393 2.116
H -1.619 -4.124 3.262
H -2.586 -1.872 3.081
H -2.312 -0.294 -0.165
C -2.196 4.826 -1.428
C -0.798 4.559 -2.007
C -0.120 3.525 -1.099
S -1.450 2.546 -0.377
O -1.467 2.757 1.043
O -1.408 1.212 -0.927
C -2.794 3.458 -1.127
H -2.823 5.382 -2.125
H -2.121 5.404 -0.509
H -0.887 4.155 -3.018
H -0.204 5.470 -2.070
H 0.543 2.850 -1.635
H 0.413 3.986 -0.270
H -3.631 3.479 -0.433
H -3.070 2.926 -2.037
C 7.126 -7.861 -1.924
C 8.585 -7.405 -2.080
C 8.563 -6.013 -2.721
S 6.997 -5.262 -2.227
O 6.194 -5.074 -3.406
O 7.265 -4.168 -1.335
C 6.377 -6.677 -1.321
H 7.043 -8.743 -1.291
H 6.705 -8.107 -2.901
H 9.054 -7.351 -1.095
H 9.166 -8.104 -2.681
H 9.369 -5.369 -2.378
H 8.563 -6.062 -3.808
H 5.297 -6.715 -1.439
H 6.631 -6.526 -0.273
C -5.812 8.572 -0.422
C -6.418 8.759 0.977
C -5.654 7.836 1.933
S -4.002 7.655 1.240
O -3.817 6.282 0.845
O -3.035 8.312 2.078
C -4.300 8.632 -0.234
H -6.155 9.335 -1.119
H -6.097 7.597 -0.824
H -6.298 9.798 1.290
H -7.483 8.533 0.988
H -5.555 8.241 2.936
H -6.088 6.839 1.978
H -3.728 8.203 -1.054
H -3.957 9.645 -0.026

Largest force on an atom (eV/Å): 0.95
Kohn-Sham gap (Ha): 0.1834
Electronic energy (eV): -95328.531
Charge: -1
Multiplicity: 1
E_LUMO (eV): 1.6



(3)
DFT (ωB97M-V with the def2-TZVPD basis set) results for a molecular structure, C17H37Br6N5O5.

Element x y z (Å)
C 8.634 17.012 11.482
C 9.446 15.754 11.318
O 9.465 14.815 12.090
N 10.309 15.806 10.268
C 11.206 14.720 10.109
H 7.890 16.904 12.235
H 8.033 17.191 10.584
H 9.297 17.858 11.613
H 10.432 16.633 9.723
H 11.860 14.553 10.984
H 11.814 14.908 9.235
H 10.670 13.819 9.954
C 14.396 7.217 6.707
C 15.013 8.553 6.969
O 15.113 9.056 8.103
N 15.540 9.229 5.924
C 16.080 10.589 6.222
H 14.160 6.771 7.629
H 14.963 6.493 6.155
H 13.391 7.493 6.299
H 15.450 8.868 4.985
H 16.869 10.481 6.909
H 15.258 11.263 6.532
H 16.468 11.071 5.338
C 9.621 11.625 11.674
C 8.241 11.626 11.075
O 8.015 11.110 9.990
N 7.410 12.352 11.789
C 6.042 12.516 11.307
H 10.376 11.442 10.848
H 9.769 10.729 12.268
H 9.858 12.481 12.282
H 7.771 12.818 12.575
H 5.350 12.834 12.096
H 5.603 11.624 10.884
H 6.056 13.108 10.432
C 10.855 12.247 7.133
C 10.801 10.720 6.984
O 11.499 10.156 6.152
N 10.088 10.086 7.918
C 9.933 8.635 8.043
H 10.544 12.679 6.173
H 11.862 12.553 7.358
H 10.177 12.542 7.919
H 9.472 10.598 8.548
H 10.763 8.255 8.678
H 9.891 8.272 7.046
H 8.920 8.480 8.426
C 16.139 15.722 12.728
C 14.862 15.922 13.589
O 14.647 16.878 14.326
N 13.839 15.092 13.331
C 12.485 15.156 13.862
H 15.740 15.585 11.702
H 16.713 14.892 13.050
H 16.788 16.619 12.725
H 14.079 14.450 12.591
H 11.996 14.175 13.853
H 11.824 15.742 13.231
H 12.491 15.673 14.845
C 17.430 6.993 11.234
Br 18.577 6.840 12.832
Br 17.865 5.525 9.999
Br 17.624 8.683 10.435
H 16.427 6.887 11.597
C 14.877 11.057 10.764
Br 14.328 9.887 12.149
Br 15.988 12.392 11.574
Br 13.307 12.038 10.053
H 15.361 10.515 9.954

Energy above the lowest of the compared OMol25 structures with the same formula, charge and spin (kcal per mole): 3.28
Largest force on an atom (eV/Å): 2.79
Kohn-Sham gap (Ha): 0.3389
Electronic energy (eV): -456173.007
Charge: 0
Multiplicity: 1
E_LUMO (eV): 0.0



Among the records above, which one has the highest Kohn-Sham gap? C17H37Br6N5O5



Number 2 is which compound? C17H37BI2O9PS3